(1)
Computed, not measured: a molecular structure, C2H4Br2S in a non-equilibrium geometry, with the ωB97M-V functional and the def2-TZVPD basis.

Last column: natural (NBO) charge in e.
Positions of all 9 atoms, in Å:
C -1.35 -0.07 0.33  -0.825
C 1.15 0.50 -0.39  -0.431
S -0.01 0.95 0.83  0.416
Br 1.39 -2.07 -0.01  -0.398
Br 2.90 1.11 -0.28  0.212
H -1.77 -0.20 1.39  0.248
H -0.95 -1.14 -0.07  0.294
H -2.09 0.44 -0.32  0.237
H 0.72 0.48 -1.47  0.247

For the LUMO energy (spin up / spin down), the calculation gives -1.45 / -1.45 eV. The gap between HOMO and LUMO (spin up / spin down) comes out at 0.283 / 0.283 Ha. The value obtained for the energy above the lowest of the compared OMol25 structures with the same formula, charge and spin is 104.0 kJ/mol. Its total energy is -153057.244 eV.

---

(2)
Computed, not measured: a molecular structure, C41H96AgN8O15 in a non-equilibrium geometry, with the ωB97M-V functional and the def2-TZVPD basis.

Last column: Löwdin charge in e.
Positions of all 161 atoms, in Å:
Ag 1.30 -0.41 0.12  0.794
C 4.43 4.65 1.66  -0.044
C 4.41 3.92 0.18  -0.793
O 4.48 2.67 0.22  -0.071
O 4.23 4.72 -0.66  -0.017
H 4.80 5.69 1.52  0.049
H 5.09 4.14 2.36  0.039
H 3.49 4.67 2.14  0.003
C -2.08 -2.56 2.10  -0.019
C -1.36 -1.58 1.46  -0.365
C -1.92 -1.00 0.10  -0.329
O -1.10 -0.38 -0.68  -0.130
C -3.27 -1.25 -0.22  -0.019
C -4.11 -2.04 0.54  -0.450
C -3.50 -2.64 1.81  -0.373
O -4.27 -3.14 2.64  -0.003
O -5.26 -2.37 0.26  -0.018
O -0.21 -1.13 1.85  -0.172
H -1.86 -2.85 3.11  0.094
H -3.62 -0.94 -1.23  0.103
C 4.76 -2.35 -3.12  -0.437
O 3.60 -2.33 -2.48  -0.373
H 4.73 -2.29 -4.30  0.052
H 5.48 -1.50 -2.83  0.053
H 5.35 -3.26 -2.98  0.026
C -6.37 -0.21 4.25  -0.053
C -5.58 0.81 3.36  -0.395
C -4.10 0.52 3.32  -0.182
O -3.51 0.73 4.62  -0.202
C -2.25 0.20 4.91  -0.107
N -6.12 0.63 1.97  0.049
H -5.86 -0.29 5.20  0.058
H -6.39 -1.23 3.73  0.105
H -7.39 0.10 4.38  0.050
H -5.64 1.84 3.76  0.134
H -3.56 1.18 2.65  0.102
H -4.01 -0.53 2.98  0.122
H -2.36 -0.85 5.13  0.084
H -2.01 0.68 5.83  0.072
H -1.49 0.32 4.10  0.083
H -6.28 -0.35 1.74  0.058
H -5.47 0.97 1.28  0.041
C 0.25 6.70 -2.83  -0.067
C 1.53 6.25 -2.17  -0.483
C 1.36 6.23 -0.69  -0.148
O 1.23 7.68 -0.33  -0.222
C 1.49 7.94 1.04  -0.116
N 2.05 5.02 -2.75  0.057
H -0.23 7.45 -2.20  0.071
H -0.41 5.87 -3.08  0.072
H 0.51 7.21 -3.73  0.056
H 2.29 6.99 -2.38  0.134
H 2.29 5.79 -0.23  0.112
H 0.51 5.64 -0.35  0.123
H 1.56 9.01 1.09  0.068
H 2.41 7.42 1.24  0.070
H 0.66 7.63 1.70  0.082
H 1.39 4.24 -2.50  0.078
H 2.92 4.74 -2.31  0.034
C 4.39 -4.71 2.23  -0.084
C 4.44 -3.93 0.89  -0.388
C 3.03 -3.43 0.57  -0.229
O 2.15 -4.50 0.14  -0.186
C 0.97 -3.95 -0.49  -0.082
N 5.38 -2.78 1.09  0.051
H 3.83 -5.68 2.22  0.076
H 3.88 -4.13 3.02  0.057
H 5.39 -4.91 2.61  0.050
H 4.74 -4.62 0.10  0.136
H 3.11 -2.74 -0.28  0.080
H 2.67 -2.89 1.43  0.097
H 0.43 -4.74 -0.90  0.062
H 1.21 -3.25 -1.30  0.070
H 0.36 -3.39 0.19  0.057
H 5.68 -2.43 0.22  0.035
H 4.79 -2.01 1.45  0.076
C -5.04 3.14 -1.10  -0.068
C -6.38 2.83 -1.75  -0.465
C -6.27 1.67 -2.69  -0.266
O -5.46 1.95 -3.80  -0.193
C -4.69 0.70 -4.15  -0.042
N -7.41 2.58 -0.73  0.033
H -5.16 3.99 -0.38  0.096
H -4.28 3.40 -1.79  0.060
H -4.65 2.28 -0.50  0.069
H -6.69 3.69 -2.36  0.135
H -7.35 1.43 -3.02  0.141
H -5.88 0.79 -2.09  0.136
H -4.00 0.35 -3.44  0.047
H -4.13 1.03 -5.07  0.096
H -5.38 -0.09 -4.45  0.081
H -7.28 3.25 0.03  0.063
H -7.11 1.75 -0.23  0.036
C 0.66 -5.80 4.78  -0.078
C 0.08 -4.76 3.85  -0.439
C 0.87 -3.45 3.89  -0.228
O 0.66 -2.82 5.10  -0.190
C 1.23 -1.55 5.16  -0.117
N -0.01 -5.30 2.47  0.062
H 1.57 -6.22 4.43  0.051
H -0.12 -6.59 4.94  0.081
H 0.90 -5.31 5.77  0.086
H -0.94 -4.64 4.12  0.115
H 0.65 -2.74 3.08  0.101
H 1.89 -3.83 3.87  0.101
H 1.14 -1.08 6.16  0.086
H 0.77 -0.80 4.48  0.078
H 2.30 -1.70 4.89  0.092
H 0.94 -5.27 2.03  0.073
H -0.68 -4.71 2.02  0.030
C 4.05 1.54 -2.93  -0.061
C 2.85 1.19 -2.06  -0.378
C 1.58 0.78 -2.88  -0.180
O 0.53 1.71 -2.57  -0.224
C -0.64 1.45 -3.42  -0.082
N 3.08 0.01 -1.19  -0.017
H 3.78 2.34 -3.65  0.086
H 4.45 0.65 -3.45  0.069
H 4.88 1.87 -2.33  0.055
H 2.71 1.98 -1.30  0.095
H 1.27 -0.18 -2.65  0.064
H 1.88 0.89 -3.89  0.100
H -1.08 0.44 -3.30  0.079
H -0.20 1.57 -4.44  0.086
H -1.32 2.25 -3.24  0.062
H 3.99 0.11 -0.72  0.084
H 3.10 -0.82 -1.79  -0.001
C 2.55 -3.44 -5.75  -0.055
C 1.20 -3.51 -4.98  -0.419
C 1.01 -4.77 -4.15  -0.181
O 1.02 -5.93 -5.01  -0.218
C 1.51 -7.13 -4.46  -0.145
N 1.06 -2.34 -4.13  0.050
H 3.47 -3.63 -5.14  0.059
H 2.62 -2.38 -6.04  0.070
H 2.55 -4.17 -6.58  0.065
H 0.39 -3.49 -5.67  0.118
H 0.05 -4.82 -3.62  0.122
H 1.83 -4.96 -3.43  0.126
H 0.88 -7.64 -3.74  0.070
H 2.41 -6.90 -3.90  0.075
H 1.74 -7.85 -5.29  0.092
H 0.14 -2.31 -3.73  0.068
H 1.75 -2.31 -3.38  0.024
C 1.50 2.33 3.38  -0.077
C 0.64 2.21 2.16  -0.467
C -0.53 3.25 2.29  -0.215
O -1.22 3.52 1.09  -0.201
C -1.95 2.38 0.55  -0.042
N 1.42 2.22 0.95  0.067
H 1.99 3.28 3.57  0.061
H 2.28 1.58 3.26  0.082
H 0.87 2.16 4.26  0.076
H 0.06 1.22 2.26  0.115
H -0.05 4.24 2.52  0.121
H -1.19 3.00 3.15  0.121
H -2.88 2.74 0.27  0.026
H -2.08 1.64 1.33  0.066
H -1.36 1.93 -0.28  0.086
H 2.24 2.82 1.02  0.055
H 0.94 2.46 0.06  0.083

For the LUMO energy, the calculation gives 5.56 eV. The gap between HOMO and LUMO comes out at 0.246 Ha. The charge is -3. Its total energy is -90700.961 eV.

---

(3)
Computed, not measured: C3H5ClO in the gas phase in a non-equilibrium geometry, with the ωB97M-V functional and the def2-TZVPD basis.

Last column: natural (NBO) charge in e.
Positions of all 10 atoms, in Å:
O -1.14 -1.80 -0.06  -0.499
C -1.26 -0.62 0.09  0.428
C -0.27 0.38 -0.46  -0.530
C 1.05 0.29 0.29  -0.394
Cl 1.96 -1.12 -0.12  -0.022
H -2.12 -0.28 0.76  0.109
H -0.72 1.39 -0.35  0.219
H -0.16 0.26 -1.52  0.245
H 1.00 0.38 1.41  0.223
H 1.66 1.12 -0.04  0.220

For the LUMO energy, the calculation gives 0.80 eV. The gap between HOMO and LUMO comes out at 0.388 Ha. The value obtained for the energy above the lowest of the compared OMol25 structures with the same formula, charge and spin is 42.9 kJ/mol. As for the SMILES: O=CCCCl. Its total energy is -17761.333 eV.